101
Properties=species:S:1:pos:R:3:forces:R:3 method="wB97M-V/def2-TZVPD" orbital_gap_ev="6.106 / 4.564" homo_ev="-12.63 / -12.67" spin_multiplicity=5 total_charge=+2 total_energy_ha=-3519.913833
C 1.673 -0.407 4.668 -0.6074 0.5530 -0.1528
C 2.979 -2.697 -0.204 -0.3476 0.6304 -0.9237
C -1.201 4.457 2.092 0.9645 -0.7729 -1.3981
B 1.310 0.351 -0.640 4.1644 0.9313 -1.3960
H 0.944 1.589 -3.774 -0.2961 0.4863 -0.5379
C 3.784 1.338 -3.302 0.3843 -0.0245 1.2257
H 3.983 -0.899 5.437 0.2894 0.1018 0.6482
S -1.057 1.201 1.608 1.7457 -0.5700 -0.5220
O -2.453 -2.143 2.612 -0.5277 -1.7353 -1.5646
H 0.602 3.256 -2.369 -0.2987 -0.0746 0.2731
H 4.756 -1.868 4.176 -0.5711 0.6620 0.0396
C 0.826 0.699 -3.184 -0.6074 -0.5337 0.9047
H -2.019 -2.700 -4.221 -0.4648 -0.1981 -0.5626
H -3.673 0.744 -4.011 -0.0545 -0.1586 -0.0713
C -5.606 0.278 1.978 1.1793 -0.2723 -0.1712
C -5.393 -1.728 0.696 -0.6248 -0.4876 -0.3604
H 1.876 0.598 4.279 0.0246 -0.0913 -0.0749
H 6.860 1.580 -1.777 -0.4324 -0.0540 -0.1519
H 0.611 -0.615 4.489 0.2599 0.0263 0.2636
H 5.763 1.755 -4.016 -0.1790 -0.1384 0.6633
H 1.198 -3.056 4.668 0.2913 0.0863 0.0086
H -0.640 4.396 -1.913 -0.3008 -0.0487 -0.1216
H 2.002 -2.507 -0.687 0.2733 -0.2059 0.2291
P -0.996 0.611 -2.510 1.3029 0.4175 -2.5615
H -3.668 4.870 3.236 -0.0995 0.0839 -0.0250
C -2.385 2.222 1.791 -2.2578 1.5340 0.7404
H 4.403 -3.476 2.824 -0.2669 0.0276 -0.1366
C 5.095 1.015 -0.707 -1.3722 0.0095 -1.2890
C 1.892 -4.075 1.424 -1.3309 -1.9683 0.3908
H -5.679 -2.766 0.361 0.0727 1.4778 0.4467
N 2.674 0.375 0.058 -1.5225 -0.7565 -0.7711
H 3.042 0.668 2.104 0.0860 -0.0741 -0.2348
C 5.786 1.391 -1.873 0.1555 -0.3241 0.7910
H -3.546 -1.856 -0.370 -0.0549 0.1240 -0.2189
N -3.725 1.877 1.915 1.0241 0.1423 0.1153
H 2.634 -2.825 5.679 0.0146 0.1427 0.5310
H -2.826 2.014 -1.000 0.1255 -0.4879 0.7351
C 2.852 -2.948 1.301 0.0996 0.3219 -0.0983
H -0.507 -1.021 -5.278 -0.2089 0.3491 0.2414
H -2.190 -1.026 -5.738 -0.0179 0.3257 -0.0169
H -2.056 4.058 -3.957 0.0265 0.4006 -0.1503
H -2.398 2.477 -4.679 0.3832 0.3452 0.3901
C -0.387 3.336 -1.890 0.2545 -0.6514 -0.9527
H 4.991 -2.640 1.402 0.0713 -0.1342 -0.0646
Os -0.649 -0.124 -0.378 -2.1284 -4.0072 3.6554
H -3.919 -0.299 -2.607 0.0020 -0.1627 0.1788
C -4.418 2.906 2.544 -0.0008 -0.2048 -0.2697
H -1.391 0.563 -5.381 0.0356 -0.5478 -0.3568
C -3.479 -0.249 -3.598 0.6954 0.0092 -0.5286
C 5.175 1.500 -3.121 -0.9470 0.1951 -1.0680
P 2.143 -1.509 2.225 0.5003 0.1333 -1.2914
C -1.489 2.503 -2.629 0.4024 0.0685 -0.0413
H -0.893 -2.469 -2.967 0.1633 0.1454 0.1566
C 4.248 -3.362 1.747 0.2281 0.8613 1.0212
H -5.490 2.816 2.713 0.5562 0.2711 0.0086
C 3.044 1.017 -2.138 1.3243 -0.2963 0.3742
O 0.658 -1.330 2.049 -0.5146 0.2196 -0.8012
H 3.630 -1.874 -0.505 0.0581 0.0319 0.3151
H 3.430 -3.579 -0.678 -0.2871 -0.0036 0.2343
H -0.822 4.835 3.023 -0.1318 0.4043 0.3631
H 5.620 0.975 0.231 -0.0781 -0.1726 0.2071
N 1.684 0.823 -2.014 -0.7370 -1.1969 1.0154
N -3.658 -0.077 0.628 0.5066 0.7617 -0.3021
C 3.701 0.760 -0.865 -1.3042 0.6312 -0.4274
H -2.768 3.680 -1.402 -0.2950 0.7334 -0.0048
C -4.332 0.627 1.513 -0.4662 0.1341 0.0407
H -1.461 5.214 1.331 -0.1763 -0.0850 0.7743
Cl -2.248 -3.384 1.760 -0.9205 -0.2475 -0.3336
H 3.289 1.473 -4.272 0.3932 -0.0671 0.4516
C -1.665 3.060 -4.084 0.0007 -1.5236 0.5815
H -3.913 -1.016 -4.250 -0.4244 0.3410 0.2284
C 2.272 -2.820 4.665 -0.4611 -0.6326 -0.6704
H -0.402 3.878 1.624 0.2023 0.1025 0.1799
C -3.545 3.905 2.782 1.1126 -0.4695 -0.6929
H 1.907 -0.357 5.736 -0.2664 -0.1619 -0.0536
H -6.033 0.847 2.769 -0.6448 0.3452 0.2224
C -2.758 2.696 -1.824 -1.4384 -0.8400 -0.8664
H -7.240 -1.102 1.746 0.8046 -0.2784 0.1705
C -6.180 -0.904 1.520 0.0627 -0.1228 -0.5965
C 2.564 -1.459 4.032 0.3523 -0.2535 -0.2302
O -3.293 -4.000 0.799 1.5930 1.7435 2.1317
C 4.002 -1.072 4.379 0.3116 -1.2968 -0.5377
H 4.280 -0.159 3.906 0.4565 0.7509 -0.4012
C -1.464 -0.504 -5.110 0.1176 0.6942 0.6628
H 1.085 -0.166 -3.825 -0.2366 0.2237 0.4874
H 4.446 -4.317 1.321 0.3675 -0.7742 -0.5380
H -0.317 3.032 -0.855 0.1610 -0.1068 0.3250
H 4.111 -0.462 1.310 -0.2959 -0.0462 0.0802
C -1.881 -2.162 -3.305 0.8404 1.3238 0.8860
H 1.859 -4.519 2.420 0.0480 0.1708 0.1707
C 3.053 -0.160 1.369 0.8026 1.5323 0.8893
O -1.069 -1.938 -0.487 1.1455 3.8188 -0.4558
H -0.710 3.067 -4.615 -0.1268 0.1943 -0.0220
H 2.241 -4.916 0.790 -0.4002 0.4554 0.0497
H -3.693 2.485 -2.408 0.8235 0.4968 0.3562
N -2.277 3.512 2.277 -2.5815 -1.0218 0.1578
H -2.593 -2.491 -2.553 -0.0962 0.0922 -0.0091
C -4.173 -1.226 0.247 -0.4461 -1.1892 0.3385
C -1.974 -0.614 -3.638 -0.1954 -0.7648 -0.2567
H 2.796 -3.642 4.161 -0.1252 0.2332 0.1010
H 0.831 -3.817 1.188 0.9087 -0.0621 -0.1687